{"formula": "C5H11N2S", "method": "ωB97M-V/def2-TZVPD", "e_tot_ev": -19168.3343, "total_charge": 1, "gap_ev": 8.7, "de_lowest_kj_mol": 439.2, "elements": ["C", "C", "C", "C", "C", "N", "N", "S", "H", "H", "H", "H", "H", "H", "H", "H", "H", "H", "H"], "xyz": [[1.2169, 0.2032, -0.0046], [1.1545, -1.3107, -0.5170], [-2.1318, -0.4243, 1.1662], [-0.9527, -0.1863, -0.4736], [-0.2124, 2.1636, -0.5770], [-0.0073, 0.7401, -0.4566], [-0.3503, -1.5495, -0.7063], [-2.7411, 0.0186, -0.3684], [1.4045, 0.2214, 1.0723], [2.0614, 0.7684, -0.4891], [1.7868, -1.3954, -1.4074], [1.3899, -2.0593, 0.2920], [-2.3667, -1.4123, 1.5738], [-2.2128, 0.3257, 1.9151], [-0.1861, 2.5347, 0.4422], [0.6727, 2.5332, -1.1125], [-1.3332, 2.1216, -0.8315], [-0.5743, -1.9997, -1.6709], [-0.9893, -2.2574, -0.1939]], "forces_ev_per_a": [[1.937, -1.107, -0.710], [0.075, -0.243, 2.550], [1.052, -0.917, -0.167], [-3.872, -0.637, 2.220], [-1.639, -1.392, 1.043], [0.604, -0.728, -0.580], [-2.105, -1.216, -2.357], [0.917, -0.114, -1.877], [-0.441, 0.134, 0.150], [-0.657, -0.763, 0.387], [-0.843, -0.526, -0.002], [0.501, 0.967, -1.006], [0.203, 0.030, -0.461], [0.492, 0.728, 0.430], [0.088, 0.602, 0.212], [-1.114, 0.561, -0.560], [1.900, 1.503, -0.698], [0.704, 1.800, 1.076], [2.197, 1.319, 0.348]]}



{"formula": "C22H43As2O2SV", "method": "ωB97M-V/def2-TZVPD", "e_tot_ev": -185804.4343, "gap_ev": [6.8, 6.8], "de_lowest_kj_mol": 0.0, "elements": ["V", "C", "C", "C", "C", "C", "C", "C", "H", "H", "H", "H", "H", "C", "C", "As", "C", "C", "C", "C", "H", "H", "H", "H", "H", "H", "H", "H", "H", "H", "H", "H", "H", "H", "H", "C", "C", "C", "S", "O", "C", "C", "C", "H", "H", "H", "H", "H", "H", "H", "H", "H", "H", "H", "H", "H", "H", "C", "As", "C", "C", "O", "H", "H", "H", "H", "H", "H", "H", "H", "H"], "xyz": [[-0.2331, -0.2731, 0.8821], [1.1707, -0.3366, -0.0681], [2.2825, -1.0024, -0.7152], [2.4106, -0.9355, -2.1116], [3.4171, -1.6185, -2.7746], [4.3366, -2.3767, -2.0602], [4.2356, -2.4417, -0.6760], [3.2239, -1.7665, -0.0125], [1.6938, -0.3406, -2.6666], [3.4892, -1.5571, -3.8539], [5.1254, -2.9088, -2.5762], [4.9467, -3.0320, -0.1106], [3.1335, -1.8446, 1.0631], [-1.3011, 3.8488, 2.5078], [-1.7104, 3.6547, 1.0521], [-0.6487, 2.2639, 0.1533], [-1.5497, 2.2278, -1.5847], [-1.6350, 3.5583, -2.3201], [0.9654, 3.2580, -0.3383], [2.0883, 3.1522, 0.6834], [-1.9498, 4.5659, 3.0137], [-0.2781, 4.2217, 2.5854], [-1.3534, 2.9064, 3.0582], [-1.6238, 4.5903, 0.4969], [-2.7524, 3.3311, 0.9886], [-2.5390, 1.8075, -1.3998], [-1.0080, 1.4815, -2.1681], [-2.1942, 4.3020, -1.7503], [-2.1421, 3.4353, -3.2796], [-0.6465, 3.9704, -2.5262], [0.6945, 4.2983, -0.5314], [1.2820, 2.8104, -1.2832], [1.8144, 3.6117, 1.6346], [2.9892, 3.6532, 0.3239], [2.3278, 2.1027, 0.8630], [-2.5456, -0.9244, -3.4742], [-3.4388, -2.0292, -2.9214], [-3.9077, -1.8202, -1.4871], [-2.7051, -1.7939, -0.1420], [-1.8623, -0.5524, -0.4450], [-1.7154, -3.2702, -0.5090], [-0.5553, -3.0719, -1.4809], [0.6043, -3.9928, -1.1187], [-2.3210, -1.1102, -4.5252], [-1.6088, -0.8552, -2.9248], [-3.0404, 0.0464, -3.4017], [-2.9427, -2.9979, -3.0057], [-4.3425, -2.1040, -3.5335], [-4.6109, -2.6029, -1.1876], [-4.4269, -0.8644, -1.3768], [-2.4358, -4.0271, -0.8316], [-1.3289, -3.5393, 0.4726], [-0.2137, -2.0380, -1.4130], [-0.8748, -3.2430, -2.5105], [0.9543, -3.7590, -0.1121], [1.4400, -3.8528, -1.8056], [0.3058, -5.0439, -1.1473], [1.7057, 1.7823, 3.9155], [0.7635, 0.2530, 3.1505], [2.0398, -1.1396, 3.5816], [-0.5529, -0.0467, 4.5518], [-0.5055, -1.7136, 1.6491], [1.9630, 1.5632, 4.9518], [1.0796, 2.6724, 3.8821], [2.6162, 1.9706, 3.3496], [2.1887, -1.2040, 4.6595], [2.9883, -0.9123, 3.0974], [1.6427, -2.0732, 3.1883], [-0.0738, -0.1155, 5.5285], [-1.0680, -0.9762, 4.3154], [-1.2771, 0.7678, 4.5613]], "forces_ev_per_a": [[0.107, -0.055, -0.202], [-0.061, -0.061, 0.109], [-0.018, 0.033, -0.096], [0.001, -0.006, 0.015], [0.009, 0.005, 0.002], [0.008, -0.002, -0.008], [-0.006, 0.006, 0.008], [-0.004, -0.004, 0.017], [0.005, -0.007, -0.007], [-0.002, 0.001, 0.000], [-0.001, 0.001, -0.001], [-0.001, 0.000, 0.002], [-0.006, 0.001, -0.008], [0.003, -0.001, -0.002], [-0.001, -0.004, 0.003], [-0.035, 0.070, -0.011], [0.006, -0.006, -0.003], [-0.003, 0.003, 0.001], [0.001, -0.003, 0.002], [-0.002, 0.007, 0.000], [-0.002, 0.000, -0.001], [0.000, 0.001, 0.000], [-0.001, 0.001, 0.000], [0.002, -0.002, -0.002], [-0.001, 0.002, 0.001], [-0.005, 0.003, 0.000], [0.003, 0.002, 0.004], [0.000, 0.000, -0.001], [-0.001, -0.001, 0.001], [0.000, 0.000, -0.001], [0.000, 0.000, 0.000], [0.001, 0.003, -0.001], [0.001, -0.002, -0.003], [0.003, -0.004, -0.001], [0.000, -0.001, 0.001], [-0.006, -0.001, 0.009], [-0.003, -0.002, -0.010], [0.007, -0.007, 0.008], [0.011, 0.043, 0.006], [-0.023, -0.013, 0.021], [0.002, 0.011, 0.002], [0.006, 0.004, 0.001], [-0.017, -0.011, -0.004], [-0.001, -0.001, -0.001], [0.004, 0.005, -0.001], [0.001, 0.000, 0.003], [0.000, 0.001, 0.004], [0.002, -0.002, -0.003], [0.001, -0.001, -0.002], [0.004, 0.002, 0.001], [0.004, -0.005, -0.005], [-0.002, 0.004, -0.001], [0.004, 0.002, -0.001], [-0.006, -0.005, 0.000], [-0.001, -0.004, -0.005], [0.001, 0.002, 0.006], [0.007, -0.001, -0.006], [0.004, -0.002, -0.015], [0.001, 0.041, 0.128], [0.010, 0.002, 0.003], [-0.010, 0.003, -0.008], [-0.001, -0.031, 0.025], [0.001, -0.001, 0.001], [-0.003, 0.000, 0.001], [0.001, 0.004, 0.004], [-0.006, -0.002, 0.001], [0.003, -0.003, 0.002], [0.002, -0.008, 0.013], [0.003, 0.000, 0.000], [0.000, 0.001, 0.004], [0.000, -0.004, 0.001]]}



{"formula": "C4H6N2O2", "method": "ωB97M-V/def2-TZVPD", "e_tot_ev": -11312.5568, "gap_ev": 6.5, "de_lowest_kj_mol": 818.7, "elements": ["C", "C", "C", "C", "H", "H", "H", "H", "H", "H", "N", "N", "O", "O"], "xyz": [[-1.1462, -0.1564, 0.0663], [0.2969, 1.7377, 0.0564], [1.0462, 0.5381, -0.0631], [0.2127, -0.5441, -0.1173], [-2.6075, -0.8828, 0.9601], [-2.2356, -1.4396, -0.7417], [-1.7698, 1.9356, -0.4820], [0.7886, 2.7805, -0.1098], [2.5783, -0.2219, 1.2336], [1.6283, -2.0918, 0.9616], [-2.3887, -0.6436, -0.0469], [-1.0385, 1.3060, 0.1329], [2.2549, 0.0481, -0.1746], [0.6389, -1.8192, -0.0851]], "forces_ev_per_a": [[4.968, 5.273, -0.807], [2.322, -0.458, -0.700], [-1.438, 1.426, -0.719], [-4.836, -2.554, 1.764], [-0.652, -0.723, -1.908], [-1.261, 0.715, 1.882], [2.182, -2.332, 2.424], [-1.811, -1.886, 0.648], [-0.622, 0.477, -4.605], [-3.279, 1.529, -3.445], [-1.196, -2.650, 0.240], [-1.234, 1.129, -2.709], [4.371, 1.192, 5.209], [2.486, -1.137, 2.725]]}



{"formula": "C13H42N4O8", "method": "ωB97M-V/def2-TZVPD", "e_tot_ev": -36498.7385, "gap_ev": 9.7, "de_lowest_kj_mol": 210.4, "smiles": "NC(N)=O.NC(N)=O.CCO.CCO.CCO.CCO.CCO.CO", "elements": ["C", "C", "O", "H", "H", "H", "H", "H", "H", "C", "C", "O", "H", "H", "H", "H", "H", "H", "C", "C", "O", "H", "H", "H", "H", "H", "H", "C", "C", "O", "H", "H", "H", "H", "H", "H", "C", "C", "O", "H", "H", "H", "H", "H", "H", "C", "O", "N", "N", "H", "H", "H", "H", "C", "O", "N", "N", "H", "H", "H", "H", "C", "O", "H", "H", "H", "H"], "xyz": [[-1.1186, 4.0050, -0.2487], [-0.7209, 2.5937, 0.1230], [0.2128, 2.5659, 1.2074], [-1.4220, 4.6631, 0.5481], [-2.0849, 4.0054, -0.7123], [-0.3720, 4.4990, -0.8176], [-0.5231, 1.9359, -0.7393], [-1.6553, 2.2316, 0.5097], [1.0288, 2.7269, 0.7983], [-1.5569, 0.2546, 3.4885], [-0.8216, 1.3345, 4.2481], [-0.0737, 0.7734, 5.2942], [-2.2256, 0.7289, 2.8062], [-1.9799, -0.4914, 4.1294], [-0.8569, -0.3086, 2.8531], [-1.4917, 2.1078, 4.6187], [-0.2139, 1.8216, 3.5869], [-0.1467, 1.3957, 5.9799], [-2.5116, 1.7773, -4.0651], [-2.1486, 3.2526, -3.9958], [-0.7730, 3.2937, -3.7769], [-3.5614, 1.4889, -4.1917], [-2.2105, 1.2780, -3.1421], [-2.0186, 1.3886, -4.9824], [-2.6980, 3.7311, -3.1709], [-2.3537, 3.7499, -4.8793], [-0.4169, 4.2603, -3.7683], [1.5601, -3.6309, -1.6218], [0.1107, -4.1207, -1.8225], [-0.1910, -3.9497, -3.1379], [1.9648, -3.8316, -0.5717], [1.5426, -2.6027, -1.7460], [2.2067, -4.1190, -2.3709], [-0.6427, -3.5171, -1.3964], [-0.1358, -5.1510, -1.5143], [0.1004, -3.0749, -3.3334], [0.6350, -3.2171, 2.2158], [-0.8516, -3.2886, 2.5956], [-1.1936, -3.4883, 3.9203], [1.3186, -3.9592, 2.6276], [1.1482, -2.3333, 2.5452], [0.6862, -3.2551, 1.0751], [-1.3747, -4.1181, 2.1534], [-1.3064, -2.3512, 2.1729], [-0.9294, -2.6813, 4.3490], [2.7933, -0.0401, 1.8950], [2.4203, -0.7551, 0.7761], [2.2506, 1.1277, 2.2751], [3.7349, -0.2710, 2.6661], [1.3606, 1.3174, 1.8420], [2.2842, 1.6881, 3.1187], [4.3850, -0.9912, 2.4091], [3.8809, 0.3925, 3.4860], [1.5322, 0.7852, -2.5250], [1.8529, 1.7331, -1.5762], [0.5161, 0.8928, -3.3526], [2.3005, -0.2673, -2.7929], [-0.0438, 1.6917, -3.2470], [0.2721, 0.1872, -4.0141], [3.0796, -0.3847, -2.0852], [2.3395, -0.8094, -3.6688], [-0.8442, -0.8803, -0.1833], [-1.3185, -0.7330, -1.5035], [-1.6444, -0.7985, 0.6121], [-0.0957, -0.1343, 0.0143], [-0.3734, -1.8152, -0.0574], [-0.6165, -0.3092, -1.9294]], "forces_ev_per_a": [[-0.187, 0.005, 0.008], [-1.678, 0.468, 0.666], [-1.956, -0.419, -0.288], [0.693, -0.059, 1.182], [-0.349, -0.381, -1.334], [0.541, 0.596, -0.809], [0.702, 0.557, 0.410], [-0.322, -0.831, 0.642], [2.195, 0.469, -0.964], [1.427, -0.139, -0.400], [-1.794, -1.085, 0.587], [0.449, -1.090, -0.529], [-0.944, 0.056, -0.361], [-0.823, -0.092, 0.467], [0.114, 0.262, 0.147], [-0.419, -0.092, 0.254], [1.826, 1.342, -1.835], [0.208, 0.893, 1.684], [-0.014, -0.336, -0.830], [-1.060, -0.938, 1.891], [2.148, 2.737, 0.330], [-0.013, 0.742, 0.040], [0.286, -0.136, -0.232], [0.029, -0.216, 0.794], [0.091, 0.038, -0.122], [-0.801, 0.994, -1.917], [-1.082, -2.665, 0.036], [-0.114, -2.867, 2.067], [0.820, -0.581, 1.351], [-0.549, -1.210, -3.154], [-0.460, 0.224, -1.446], [0.252, 2.150, -0.298], [-0.231, 0.188, 0.346], [-0.401, 0.876, 2.000], [0.600, 0.206, -0.273], [0.060, 0.961, -0.591], [-0.020, -0.592, -1.197], [0.059, 0.424, -1.608], [0.231, 0.381, 1.174], [-0.558, -0.791, -0.061], [-0.273, 1.032, -0.078], [0.135, 0.122, 1.612], [0.194, -0.360, -1.010], [0.108, -0.742, 0.436], [0.096, 0.388, 0.911], [-5.309, -0.529, -7.326], [1.809, 3.277, 5.437], [-3.532, 1.664, -1.570], [6.196, -1.966, 5.061], [-0.134, -0.094, -0.240], [0.837, -0.940, 0.149], [0.270, -0.118, 0.472], [0.198, -1.847, -1.796], [2.581, 4.402, 3.496], [-1.866, -4.698, -4.322], [-0.894, -0.004, 0.059], [3.113, -1.551, 1.841], [-0.821, 1.255, -0.292], [-0.038, -0.184, -0.196], [-1.334, -0.016, -1.414], [-0.268, 0.791, 0.984], [-0.949, 0.666, 1.230], [-1.887, -0.878, 0.810], [0.497, 0.044, -1.204], [0.395, 0.386, 0.353], [0.525, -1.211, 0.187], [1.396, 1.062, -1.414]]}